18 unconnected molecules or ions with the total composition C48H138N6O24. Source: the Open Molecules 2025 dataset; level of theory: the ωB97M-V functional and the def2-TZVPD basis.

Each line ends with the Mulliken charge.
CARTESIAN COORDINATES (ANGSTROEM)
C1 -23.808 11.511 -8.450  -0.9182
O1 -24.871 11.055 -9.255  -0.0505
C2 -24.578 9.807 -9.919  -0.1201
C3 -25.736 9.477 -10.878  -0.0916
N1 -25.780 10.413 -11.976  -0.3980
C4 -26.782 10.073 -13.041  -0.9055
C5 -28.214 10.123 -12.553  0.3742
O2 -29.163 9.750 -13.567  -0.4516
C6 -29.268 10.665 -14.630  -0.7249
H1 -24.189 12.218 -7.723  0.0882
H2 -23.080 11.968 -9.098  0.6499
H3 -23.262 10.756 -7.879  0.1243
H4 -24.505 8.982 -9.189  -0.3081
H5 -23.627 9.953 -10.436  0.5027
H6 -26.666 9.493 -10.337  -0.1307
H7 -25.491 8.458 -11.186  0.3775
H8 -25.978 11.383 -11.701  0.2306
H9 -26.565 9.054 -13.358  0.3028
H10 -26.617 10.713 -13.902  0.4964
H11 -28.430 11.178 -12.276  0.1956
H12 -28.351 9.455 -11.668  -0.0834
H13 -30.210 10.475 -15.120  0.2806
H14 -28.418 10.644 -15.295  0.2943
H15 -29.247 11.707 -14.249  0.2969
C7 -21.454 11.800 -5.096  -0.3248
O3 -22.716 11.232 -5.322  0.4705
C8 -22.921 9.942 -4.735  -0.3676
C9 -24.196 9.263 -5.218  1.1869
N2 -25.350 9.978 -4.607  1.9485
C10 -26.653 9.609 -5.108  0.3178
C11 -27.648 10.607 -4.505  0.4438
O4 -27.363 12.020 -4.741  -0.1265
C12 -27.918 12.517 -5.949  0.1398
H16 -21.148 11.733 -4.043  -0.1484
H17 -21.572 12.825 -5.432  -0.1057
H18 -20.711 11.271 -5.717  0.3376
H19 -22.883 10.045 -3.635  -0.0880
H20 -22.062 9.259 -5.013  -0.5097
H21 -24.199 8.229 -4.888  -0.3552
H22 -24.354 9.324 -6.278  -0.5673
H23 -25.254 10.982 -4.788  -0.4888
H24 -26.824 8.602 -4.710  -0.3714
H25 -26.678 9.636 -6.190  -0.4656
H26 -27.427 10.538 -3.427  -0.6591
H27 -28.650 10.418 -4.886  0.6065
H28 -28.994 12.450 -5.962  -0.3179
H29 -27.492 11.975 -6.798  0.0542
H30 -27.532 13.521 -5.942  -0.0880
C13 -33.847 12.888 -2.391  -0.6271
O5 -33.579 11.949 -3.378  -0.5207
C14 -32.230 12.073 -3.918  0.4983
C15 -31.130 11.669 -2.927  0.1308
N3 -31.515 10.406 -2.286  -0.3139
C16 -30.683 10.235 -1.090  0.1379
C17 -31.283 9.148 -0.180  -0.9780
O6 -32.584 9.502 0.194  -0.3074
C18 -33.307 8.526 0.946  -0.7522
H31 -33.573 13.854 -2.810  0.2870
H32 -33.326 12.732 -1.430  0.1818
H33 -34.926 12.879 -2.263  0.3133
H34 -32.067 13.128 -4.195  0.3082
H35 -32.205 11.447 -4.791  -0.6992
H36 -31.042 12.440 -2.143  0.5920
H37 -30.139 11.608 -3.430  -0.7531
H38 -32.429 10.539 -1.870  0.4787
H39 -30.755 11.180 -0.523  0.3626
H40 -29.655 9.988 -1.264  -0.1529
H41 -30.687 9.198 0.747  0.4223
H42 -31.308 8.132 -0.569  0.4542
H43 -33.389 7.509 0.507  0.2959
H44 -34.347 8.874 1.027  0.2446
H45 -32.793 8.404 1.916  0.2803
C19 -18.497 7.757 -5.514  -0.2463
O7 -18.509 7.402 -4.198  -0.3648
C20 -17.505 8.047 -3.376  -0.1113
C21 -17.700 7.771 -1.863  -1.0847
N4 -18.656 8.627 -1.147  -0.4365
C22 -19.973 8.521 -1.819  -0.2862
C23 -20.837 9.538 -1.180  -0.5168
O8 -20.398 10.846 -1.611  -0.2534
C24 -21.132 11.877 -0.947  -0.9304
H46 -17.562 7.512 -6.025  0.3557
H47 -18.707 8.828 -5.591  0.0488
H48 -19.294 7.158 -5.951  0.0005
H49 -17.637 9.097 -3.559  0.0621
H50 -16.536 7.666 -3.678  0.5202
H51 -16.741 8.012 -1.359  0.4155
H52 -17.849 6.724 -1.633  0.3885
H53 -18.370 9.601 -1.249  0.3174
H54 -20.281 7.470 -1.784  0.4199
H55 -20.012 8.690 -2.894  0.0149
H56 -20.672 9.453 -0.108  0.5826
H57 -21.906 9.401 -1.388  0.1958
H58 -20.893 12.771 -1.517  0.2563
H59 -20.856 11.958 0.111  0.3519
H60 -22.185 11.741 -1.101  0.3332
C25 -32.120 5.403 -8.222  -0.9217
O9 -31.394 6.574 -8.029  -0.0426
C26 -30.287 6.642 -8.902  -1.4648
C27 -29.527 7.887 -8.586  0.8913
N5 -30.293 9.071 -8.852  -0.2439
C28 -29.589 10.263 -8.450  1.5652
C29 -30.478 11.502 -8.571  -1.4470
O10 -31.317 11.609 -7.424  0.0274
C30 -32.272 12.620 -7.462  -0.8155
H61 -31.538 4.487 -8.113  0.3304
H62 -32.480 5.382 -9.264  0.2998
H63 -32.960 5.462 -7.514  0.2547
H64 -30.594 6.647 -9.969  0.4540
H65 -29.635 5.778 -8.727  0.4328
H66 -28.634 7.873 -9.198  0.1908
H67 -29.205 7.912 -7.544  -0.5574
H68 -31.112 9.031 -8.255  0.4714
H69 -28.719 10.474 -9.114  -0.4535
H70 -29.187 10.278 -7.423  -0.6074
H71 -31.168 11.304 -9.417  0.6452
H72 -29.886 12.430 -8.686  0.3240
H73 -31.802 13.607 -7.326  0.2425
H74 -32.878 12.409 -6.580  0.2599
H75 -32.802 12.718 -8.411  0.3125
C31 -17.544 11.966 -5.501  -0.7245
O11 -18.467 12.455 -6.437  -0.0358
C32 -17.937 13.008 -7.644  -0.5886
C33 -19.036 13.612 -8.535  -0.8813
N6 -19.690 14.767 -7.874  0.1668
C34 -18.951 15.968 -8.005  -0.7325
C35 -19.728 17.150 -7.443  -0.6091
O12 -20.108 16.868 -6.074  -0.4501
C36 -20.526 18.013 -5.287  -0.8824
H76 -17.070 11.052 -5.913  0.3525
H77 -18.067 11.688 -4.576  0.0202
H78 -16.700 12.649 -5.265  0.3927
H79 -17.443 12.227 -8.250  0.4017
H80 -17.137 13.721 -7.405  0.3862
H81 -19.739 12.821 -8.803  0.1854
H82 -18.590 13.938 -9.478  0.4519
H83 -19.912 14.578 -6.884  0.0153
H84 -18.729 16.183 -9.061  0.4035
H85 -17.970 15.914 -7.515  0.3075
H86 -20.605 17.409 -8.036  0.2985
H87 -19.000 17.958 -7.441  0.4845
H88 -20.832 17.580 -4.337  0.2760
H89 -21.356 18.540 -5.781  0.3263
H90 -19.683 18.665 -5.065  0.3154
C37 -28.258 13.483 -1.734  -0.6063
O13 -28.684 12.768 -0.601  -0.4668
H91 -28.167 12.889 -2.617  -0.2094
H92 -28.929 14.260 -2.075  0.5054
H93 -27.267 13.931 -1.540  0.4206
H94 -29.036 13.507 -0.096  0.3347
C38 -24.310 13.431 -3.175  0.3700
O14 -23.598 14.635 -2.987  -0.6755
H95 -24.712 13.168 -2.204  0.1249
H96 -25.144 13.582 -3.869  0.0364
H97 -23.610 12.668 -3.579  -0.2650
H98 -23.183 14.880 -3.812  0.4008
C39 -24.992 6.011 -3.599  -0.6366
O15 -25.517 6.252 -4.889  -0.1879
H99 -23.945 5.750 -3.658  0.2719
H100 -25.042 6.928 -2.973  0.1791
H101 -25.520 5.217 -3.050  0.2989
H102 -26.462 6.449 -4.777  0.0296
C40 -26.127 6.975 -7.823  1.0906
O16 -26.472 6.778 -9.164  -0.5536
H103 -26.035 6.002 -7.345  0.5111
H104 -25.176 7.513 -7.697  -0.7305
H105 -26.870 7.643 -7.370  -0.6952
H106 -25.751 6.349 -9.603  0.3156
C41 -30.098 15.655 -4.504  -0.6336
O17 -31.045 15.606 -3.462  -0.4684
H107 -29.971 14.643 -4.875  0.0109
H108 -30.442 16.367 -5.257  0.4950
H109 -29.204 16.150 -4.136  0.3380
H110 -31.399 16.489 -3.428  0.2897
C42 -31.182 8.504 -5.523  0.6757
O18 -30.482 8.416 -4.302  -0.4852
H111 -30.543 8.074 -6.293  -0.6289
H112 -32.072 7.873 -5.381  0.4563
H113 -31.461 9.519 -5.797  -0.3935
H114 -30.954 9.025 -3.686  0.2300
C43 -26.785 14.457 -9.553  -0.3100
O19 -26.808 13.198 -10.196  -0.4695
H115 -27.437 15.157 -10.047  0.3627
H116 -27.068 14.438 -8.483  -0.2199
H117 -25.794 14.935 -9.620  0.3969
H118 -26.136 12.629 -9.778  0.2379
C44 -22.993 15.490 -6.758  -0.4216
O20 -22.273 15.234 -5.520  -0.3751
H119 -22.303 15.508 -7.594  0.2733
H120 -23.756 14.717 -6.773  -0.0367
H121 -23.436 16.461 -6.648  0.3250
H122 -21.420 15.725 -5.641  0.3488
C45 -22.369 6.904 -7.014  0.3098
O21 -22.263 7.509 -8.272  -0.5021
H123 -23.386 6.549 -6.832  0.0488
H124 -21.604 6.120 -6.840  0.3935
H125 -22.131 7.637 -6.221  -0.4079
H126 -21.403 7.933 -8.411  0.3127
C46 -27.976 16.632 -7.082  -0.0154
O22 -28.109 17.689 -6.195  -0.5564
H127 -28.595 16.804 -7.961  0.2695
H128 -26.904 16.534 -7.325  0.2331
H129 -28.322 15.693 -6.631  -0.1880
H130 -27.785 17.498 -5.306  0.3214
C47 -29.145 5.317 -4.612  -0.7170
O23 -28.462 6.536 -4.480  -0.2490
H131 -29.582 4.998 -3.659  0.3091
H132 -30.025 5.450 -5.252  0.1145
H133 -28.484 4.525 -4.979  0.2758
H134 -29.094 7.199 -4.153  0.1843
C48 -26.165 9.707 -0.950  -0.6140
O24 -25.175 9.181 -1.787  -0.6119
H135 -26.116 9.186 -0.001  0.4080
H136 -26.009 10.766 -0.860  0.2093
H137 -27.168 9.475 -1.350  0.0306
H138 -25.332 9.550 -2.658  0.0828

Atoms 1-2, force components in eV/Å:
0.25 -0.04 0.00
-0.46 -0.77 0.25

Calculated values
orbital gap = 8.71 eV
largest force on an atom = 0.0540 hartree/bohr
highest occupied orbital energy = -8.304 eV
2S+1 = 1



A molecular structure, C48H28F9HfN4O. Source: the Open Molecules 2025 dataset; level of theory: the ωB97M-V functional and the def2-TZVPD basis.

Each line ends with the Mulliken charge.
CARTESIAN COORDINATES (ANGSTROEM)
Hf1 -0.027 0.146 -0.103  1.0113
C1 3.375 -3.926 -5.881  -0.3873
C2 3.046 -4.651 -4.745  -0.8580
C3 2.460 -4.016 -3.658  0.1646
C4 2.201 -2.652 -3.702  -0.7210
C5 2.528 -1.929 -4.847  0.1883
C6 3.113 -2.563 -5.933  -0.9749
C7 1.561 -1.948 -2.549  1.8471
C8 2.374 -1.133 -1.757  0.2130
C9 3.742 -0.816 -2.027  -1.3871
C10 4.133 0.124 -1.130  -1.4436
C11 3.036 0.360 -0.243  0.6348
C12 3.072 1.123 0.926  2.0638
C13 4.294 1.937 1.193  -1.1363
C14 5.499 1.318 1.515  0.0324
C15 6.627 2.082 1.779  -0.8799
C16 6.556 3.467 1.717  -0.4668
C17 5.357 4.087 1.396  -0.8581
C18 4.227 3.325 1.138  0.0304
C19 2.082 1.125 1.910  0.3074
N1 0.852 0.501 1.813  -0.0793
C20 0.217 0.652 3.027  0.3378
C21 -1.092 0.258 3.311  1.7991
C22 -1.613 0.497 4.691  -0.6306
C23 -1.808 -0.588 5.542  0.0848
C24 -2.303 -0.393 6.823  -0.8499
C25 -2.609 0.889 7.261  -0.4087
C26 -2.417 1.973 6.415  -0.9252
C27 -1.920 1.779 5.135  0.1695
C28 -1.976 -0.304 2.390  0.2692
C29 -3.364 -0.570 2.630  -1.4416
C30 -3.902 -1.024 1.473  -1.5590
C31 -2.850 -1.080 0.500  0.7290
N2 -1.685 -0.620 1.078  -0.2433
C32 -2.966 -1.607 -0.788  1.7063
C33 -1.895 -1.856 -1.648  0.5491
C34 -1.942 -2.714 -2.792  -1.7619
C35 -0.670 -2.880 -3.231  -1.5152
C36 0.187 -2.107 -2.382  0.2448
N3 -0.585 -1.476 -1.426  -0.1173
C37 -4.327 -2.045 -1.227  -1.2337
C38 -4.847 -3.257 -0.782  0.2412
C39 -6.111 -3.662 -1.185  -0.8628
C40 -6.860 -2.859 -2.034  -0.4081
C41 -6.344 -1.652 -2.482  -0.8805
C42 -5.078 -1.246 -2.081  0.1691
C43 1.092 1.349 3.918  -1.4783
C44 2.218 1.659 3.230  -1.5264
N4 1.963 -0.417 -0.651  -0.2441
H1 3.833 -4.422 -6.726  0.4057
H2 3.250 -5.713 -4.702  0.4062
H3 2.208 -4.584 -2.769  0.4762
H4 2.318 -0.867 -4.890  0.4978
H5 3.362 -1.995 -6.820  0.4041
H6 4.328 -1.248 -2.821  0.5747
H7 5.093 0.608 -1.063  0.6076
H8 5.549 0.237 1.574  0.5308
H9 7.558 1.595 2.037  0.4076
H10 7.437 4.062 1.920  0.3997
H11 5.302 5.167 1.345  0.4320
H12 3.290 3.806 0.882  0.5196
H13 -1.568 -1.588 5.200  0.4690
H14 -2.448 -1.241 7.479  0.4105
H15 -2.997 1.043 8.259  0.4024
H16 -2.659 2.973 6.751  0.4091
H17 -1.777 2.626 4.473  0.4918
H18 -3.863 -0.416 3.573  0.5467
H19 -4.923 -1.316 1.291  0.5657
H20 -2.844 -3.151 -3.188  0.5463
H21 -0.330 -3.477 -4.061  0.5305
H22 -4.259 -3.882 -0.121  0.4881
H23 -6.510 -4.606 -0.838  0.4130
H24 -7.847 -3.174 -2.348  0.3998
H25 -6.925 -1.024 -3.145  0.4176
H26 -4.672 -0.304 -2.432  0.5065
H27 0.868 1.570 4.949  0.6008
H28 3.091 2.177 3.593  0.5514
F1 -0.258 4.711 0.381  -0.2503
C45 -0.039 4.419 -0.905  0.3646
F2 -0.743 5.266 -1.655  -0.2658
F3 1.254 4.594 -1.148  -0.2221
C46 -0.456 2.956 -1.185  1.0363
O1 0.431 2.082 -0.618  -0.1530
C47 -0.523 2.674 -2.723  0.6647
F4 0.475 3.278 -3.356  -0.2555
F5 -0.396 1.353 -2.952  -0.1297
F6 -1.679 3.071 -3.253  -0.2695
C48 -1.839 2.665 -0.531  0.0576
F7 -2.802 3.519 -0.758  -0.2739
F8 -2.218 1.422 -1.013  -0.0564
F9 -1.698 2.473 0.786  -0.1729

Atoms 1-2, force components in eV/Å:
0.44 0.73 -0.14
0.00 0.01 0.00

Calculated values
orbital gap = 5.92 eV
largest force on an atom = 0.0167 hartree/bohr
charge = +1
highest occupied orbital energy = -10.187 eV
2S+1 = 1
relative energy (zero: lowest compared OMol25 entry of this formula, charge and spin) = 0.300 eV



A molecular structure, C48H33BrClMoN13O5. Source: the Open Molecules 2025 dataset; level of theory: the ωB97M-V functional and the def2-TZVPD basis.

Each line ends with the Mulliken charge.
CARTESIAN COORDINATES (ANGSTROEM)
Mo1 0.096 0.957 0.810  -0.6140
C1 -0.956 2.479 -6.362  -1.7229
C2 -0.706 1.882 -5.007  0.2818
C3 -1.048 0.564 -4.714  -1.0750
C4 -0.857 0.032 -3.457  -0.1237
C5 -0.262 0.754 -2.406  -0.6977
N1 -0.007 0.149 -1.171  0.9161
C6 0.050 -1.260 -1.286  -0.3287
C7 0.973 -1.869 -2.142  0.9057
C8 1.082 -3.239 -2.248  -1.3173
C9 0.285 -4.084 -1.476  0.6149
C10 0.448 -5.576 -1.519  -1.6329
C11 -0.647 -3.496 -0.639  -0.6898
C12 -0.788 -2.111 -0.576  -0.5420
N2 -1.815 -1.582 0.242  -0.4016
C13 -2.975 -2.179 0.586  -0.1750
C14 -3.546 -1.431 1.586  -1.7788
C15 -2.653 -0.376 1.796  -1.2880
N3 -1.628 -0.463 0.963  2.8661
C16 0.052 2.078 -2.711  0.4118
C17 -0.182 2.629 -3.968  -0.3856
N4 0.549 2.933 -1.699  -0.1358
C18 1.227 4.083 -1.861  -0.1948
C19 1.092 4.817 -0.707  -1.4721
C20 0.303 4.028 0.126  -0.2197
N5 -0.031 2.883 -0.475  0.3495
H1 -0.595 1.822 -7.154  0.3901
H2 -0.455 3.440 -6.469  0.3757
H3 -2.022 2.640 -6.531  0.2975
H4 -1.492 -0.057 -5.482  0.4851
H5 -1.174 -0.986 -3.276  0.5930
H6 1.609 -1.230 -2.743  0.5376
H7 1.814 -3.664 -2.923  0.3618
H8 1.097 -5.876 -2.341  0.3979
H9 -0.511 -6.078 -1.645  0.3599
H10 0.892 -5.946 -0.593  0.3034
H11 -1.268 -4.117 -0.007  0.6793
H12 -3.300 -3.077 0.092  0.6044
H13 -4.477 -1.615 2.090  0.5124
H14 -2.699 0.436 2.497  0.7403
H15 0.036 3.678 -4.123  0.5306
H16 1.733 4.298 -2.786  0.5974
H17 1.524 5.775 -0.485  0.4644
H18 0.020 4.211 1.147  0.6629
Br1 8.144 0.670 2.776  -0.1367
C21 7.000 -0.779 3.162  0.0460
C22 5.823 -0.556 3.864  -0.5970
C23 4.981 -1.621 4.144  -0.0049
C24 5.324 -2.900 3.719  -0.0847
C25 6.528 -3.118 3.061  -0.1003
C26 7.361 -2.055 2.758  -0.6198
N6 4.572 -4.093 4.001  -0.3783
N7 3.341 -4.150 3.933  -0.5905
C27 2.532 -3.028 3.533  -0.0257
C28 1.555 -2.644 4.418  -0.4515
C29 0.717 -1.539 4.188  -0.7737
C30 0.822 -0.852 2.999  0.6825
O1 0.141 0.232 2.686  -0.7808
C31 1.741 -1.324 2.028  -0.5224
N8 1.731 -0.615 0.868  1.3206
C32 2.664 -0.840 -0.025  -0.5807
C33 3.596 -1.881 0.123  -1.6841
C34 3.550 -2.676 1.234  -0.8577
C35 2.632 -2.381 2.271  1.2114
H19 5.567 0.446 4.181  0.5555
H20 4.063 -1.447 4.689  0.4632
H21 6.802 -4.130 2.793  0.4712
H22 8.292 -2.216 2.235  0.4355
H23 1.471 -3.191 5.348  0.4197
H24 0.013 -1.213 4.940  0.5310
H25 2.657 -0.208 -0.904  0.8521
H26 4.321 -2.052 -0.660  0.5395
H27 4.229 -3.509 1.333  0.6971
O2 -4.325 5.327 2.679  -0.5812
C36 -5.170 4.623 1.940  0.4808
O3 -6.345 4.883 1.898  -0.6001
C37 -4.604 3.539 1.077  -0.0921
C38 -5.342 2.888 0.109  -0.1275
Cl1 -6.931 3.143 -0.432  -0.1306
N9 -4.539 1.974 -0.487  0.1465
N10 -3.305 1.994 0.035  0.3145
C39 -3.329 2.909 0.988  0.2097
C40 -2.110 3.109 1.829  0.4421
O4 -2.045 4.075 2.584  -0.8860
O5 -1.155 2.259 1.724  0.2745
C41 -4.874 0.962 -1.436  0.0087
C42 -4.055 0.778 -2.536  -0.0745
C43 -4.353 -0.241 -3.428  -0.4718
C44 -5.455 -1.059 -3.221  -0.7541
C45 -6.261 -0.866 -2.107  -0.8208
C46 -5.969 0.143 -1.204  -0.2410
H28 -3.386 4.981 2.611  0.3999
H29 -3.195 1.418 -2.681  0.4534
H30 -3.724 -0.387 -4.294  0.4077
H31 -5.685 -1.845 -3.927  0.4473
H32 -7.116 -1.506 -1.935  0.4044
H33 -6.578 0.288 -0.323  0.5059
N11 5.509 3.081 3.366  -0.5513
C47 4.746 3.130 2.501  0.4558
N12 3.925 3.236 1.472  -0.7242
C48 2.858 2.575 1.369  1.0300
N13 1.854 2.001 1.183  -0.4071

Atoms 1-2, force components in eV/Å:
-0.12 -0.07 -0.08
0.01 0.02 -0.03

Calculated values
orbital gap (alpha / beta) = 7.00 / 6.82 eV
expectation value of S² = 2.013
largest force on an atom = 0.0093 hartree/bohr
highest occupied orbital energy (alpha / beta) = -7.748 / -8.069 eV
2S+1 = 3
relative energy (zero: lowest compared OMol25 entry of this formula, charge and spin) = 0.000 eV